(1)
{
  "formula": "C30H24IN3NaO2PTe",
  "method": "ωB97M-V with the def2-TZVPD basis set",
  "species": ["I", "Te", "P", "Na", "O", "O", "N", "N", "N", "C", "C", "C", "C", "C", "C", "C", "C", "C", "C", "C", "C", "C", "C", "C", "C", "C", "C", "C", "C", "C", "C", "C", "C", "C", "C", "C", "C", "C", "C", "H", "H", "H", "H", "H", "H", "H", "H", "H", "H", "H", "H", "H", "H", "H", "H", "H", "H", "H", "H", "H", "H", "H", "H"],
  "coordinates": [[2.17974, 1.37098, -0.39182], [0.09848, 4.31524, -0.34232], [0.31853, -2.24642, -1.50446], [-1.40702, 1.67681, -0.15917], [-2.59672, -0.00367, -1.08698], [-0.49317, -0.89148, -1.00884], [-2.49297, -0.46242, 3.32547], [-1.83314, 1.57052, 2.04972], [-3.79434, -0.37783, 5.45137], [1.36278, -3.77778, -3.62308], [-3.61981, -4.28106, -1.50049], [3.18539, -4.36699, 0.03671], [-0.70017, 5.53106, 2.30470], [1.44406, -1.50890, -5.31303], [-0.57310, 6.56978, 4.48934], [-1.29669, 4.62567, 1.24972], [-3.53855, -2.91698, -1.79268], [-1.16431, 5.64667, 3.60805], [1.13000, 6.05613, 0.60499], [-3.09704, -0.32530, 4.48211], [-1.16456, -3.13995, -1.32180], [0.99594, 2.72402, 0.84033], [1.44722, -2.74282, -0.29694], [-2.17160, 0.65696, 2.75424], [1.01786, -2.90794, 0.98455], [1.07169, 7.20891, 2.77727], [0.46535, 6.28707, 1.93710], [2.70174, -4.58596, 1.36662], [1.95749, -3.84246, -4.87192], [-2.53183, -4.99873, -1.02233], [-2.25920, -2.34787, -1.59094], [-1.26849, -4.44244, -0.90692], [0.58128, 7.33768, 4.07681], [1.65408, -3.82760, 1.83775], [0.97314, -1.40028, -3.99465], [2.03110, -2.72476, -5.72826], [2.64995, -3.35963, -0.73325], [0.95035, -2.51560, -3.14924], [-1.93400, -0.97766, -1.34602], [2.43872, -4.79172, -5.15783], [0.29915, 2.18550, 1.53038], [1.41303, -3.89116, 2.90184], [0.24716, -2.26343, 1.49104], [-2.19588, 5.07141, 0.73798], [0.55680, -0.47806, -3.61638], [-0.45672, -5.01270, -0.48653], [-4.61552, -4.70082, -1.49997], [-4.27268, -2.45252, -2.41835], [2.68303, -2.81126, -6.55805], [2.20642, 5.83082, 0.60541], [-2.00779, 5.06188, 4.00701], [1.73606, 3.20391, 1.51886], [1.96395, 7.80750, 2.48248], [1.20400, -4.68815, -2.96553], [1.52498, -0.58123, -5.91757], [-0.94389, 6.65492, 5.50241], [-2.77749, -6.08436, -0.82533], [-1.51568, 3.59147, 1.55233], [0.89856, 7.97493, 4.89423], [3.12865, -2.91852, -1.66263], [0.98127, 6.91820, -0.15191], [4.02714, -4.89746, -0.37912], [3.19727, -5.33414, 1.92346]],
  "atomic_forces_ev_per_a": [[-0.3283, 0.3181, 0.4124], [1.5778, -1.7939, -2.8764], [-0.3249, -0.1607, 3.1893], [-0.2601, -0.4033, -0.3103], [-0.8385, 1.5023, -0.2649], [0.2780, 0.7125, -1.5456], [0.4075, 0.6992, 0.2520], [-1.0834, -2.7697, 2.5500], [2.2815, 0.3393, -2.4045], [-0.5307, -0.2087, 1.0241], [-0.6045, 1.9066, -0.0831], [-0.0439, 1.1981, -0.3543], [0.6041, 0.0422, -0.5321], [0.9690, 0.0565, 0.0041], [1.4641, 0.0049, -1.4127], [-0.5279, 1.0961, 1.0075], [0.4511, -1.6817, -0.3213], [-0.0728, 0.7172, 1.1155], [-1.2763, 2.4934, -0.4103], [-3.0072, -0.8700, 2.9493], [1.2659, -2.0492, 0.2862], [-0.0763, -0.2483, 1.0023], [0.1540, 0.6949, -3.6599], [1.2394, 2.1982, -2.9257], [-1.2614, -0.0867, 4.7880], [0.3073, 0.4384, 1.8387], [0.5393, 0.0922, -1.0445], [0.2887, -0.3780, -1.5281], [0.2727, -0.3258, -0.3029], [-1.2132, -2.6524, 0.5916], [-0.6833, 2.6434, -0.3485], [-0.4342, -0.1196, -0.5495], [-2.4443, -1.0932, 1.0301], [-0.1024, 0.8894, -0.1780], [-0.1742, -0.7664, -0.6035], [-0.6202, 0.3351, 2.0382], [1.1241, 0.0529, -0.4766], [-0.0568, 0.6520, -0.9216], [0.7847, -2.1911, 0.2841], [-0.3542, 0.5170, -0.0582], [0.4872, 0.1001, -0.6247], [-0.2963, 0.0680, -0.3955], [0.5968, -0.6880, -1.0479], [0.9874, -0.4295, 0.5605], [0.1719, 0.2523, -0.0586], [0.4095, 0.0100, -0.2294], [0.0127, -0.4932, -0.4089], [-0.6437, 0.5047, 0.3861], [0.0705, 0.1344, -1.0885], [-0.3748, -0.0863, 0.2177], [0.3678, 0.1510, -0.5697], [-0.3659, -0.1886, -0.7318], [-0.8379, -0.6886, -0.0001], [0.4759, 1.2528, -0.9019], [-0.1611, -0.8726, 0.2913], [0.0097, 0.0887, 0.0313], [0.7717, 1.2428, 0.1736], [-0.2745, 0.6598, 0.3527], [0.7214, 0.3930, -0.5224], [-0.5399, -1.2224, 1.0625], [0.0907, -1.1851, 1.1290], [0.3452, -0.1724, 0.2893], [0.2854, -0.6321, 0.8345]],
  "lowdin_charge": [0.646, 1.058, 0.946, 0.168, 0.016, -0.222, 0.044, 0.074, 0.026, -0.079, -0.133, -0.129, -0.257, -0.075, -0.104, -0.422, -0.032, -0.063, -0.421, -0.459, -0.283, -0.964, -0.382, -0.336, -0.131, -0.090, -0.297, -0.150, -0.103, -0.145, -0.191, -0.080, -0.109, -0.122, -0.068, -0.090, -0.141, -0.280, -0.435, 0.101, -0.042, 0.098, 0.129, 0.059, 0.103, 0.106, 0.084, 0.092, 0.077, 0.033, 0.113, -0.019, 0.109, 0.136, 0.107, 0.075, 0.097, -0.018, 0.073, 0.119, 0.050, 0.076, 0.057],
  "charge": -2,
  "de_lowest_kcal_mol": 79.3,
  "spin_multiplicity": 1,
  "e_tot_ha": -2541.5087
}

---

(2)
{
  "formula": "C30H24N6O4SV",
  "method": "ωB97M-V with the def2-TZVPD basis set",
  "species": ["V", "S", "O", "O", "O", "O", "N", "N", "N", "N", "N", "N", "C", "C", "C", "C", "C", "C", "C", "C", "C", "C", "C", "C", "C", "C", "C", "C", "C", "C", "C", "C", "C", "C", "C", "C", "C", "C", "C", "C", "C", "C", "H", "H", "H", "H", "H", "H", "H", "H", "H", "H", "H", "H", "H", "H", "H", "H", "H", "H", "H", "H", "H", "H", "H", "H"],
  "coordinates": [[0.13004, 0.13184, 0.06508], [-2.35614, 0.86778, -0.53760], [-2.82771, -4.40560, -4.04317], [-3.70741, -5.06500, -2.05061], [1.87137, 3.59731, 1.17918], [0.38572, 2.04872, 0.53914], [-1.52963, 3.25035, -1.49058], [2.00148, 0.06250, 1.02714], [-2.28061, 3.36834, 0.55233], [-0.68917, -0.84571, 1.72775], [-0.50371, -1.56102, -0.77138], [0.91771, 0.33895, -1.89002], [-1.46950, 4.68028, -1.19513], [-1.33972, -2.33870, -0.05600], [2.28894, 1.21535, -3.63661], [-1.96003, -2.31336, 3.69290], [2.43851, 1.26447, 1.36116], [2.27759, -2.33264, 1.10665], [1.52228, 2.44977, 0.98424], [-1.61358, 4.65610, 0.32804], [2.91943, -3.43029, 1.59061], [-2.49333, 2.89994, 1.90875], [-2.11685, -3.28323, -0.68524], [1.00087, -0.76300, -4.00570], [4.49699, -2.05756, 2.78265], [-0.43044, -1.65550, -2.10979], [-2.06464, -3.39862, -2.07422], [-1.99780, -2.73200, 2.37525], [1.89336, 0.18633, -4.47373], [-1.35209, -1.98064, 1.40875], [3.58847, 1.48381, 2.14306], [4.27354, 0.41099, 2.61912], [-1.21114, -2.56141, -2.78957], [4.04332, -3.29504, 2.45094], [-0.64298, -0.46116, 3.00885], [3.83688, -0.89341, 2.30033], [2.71100, -1.03680, 1.47799], [-2.03662, 2.54701, -0.47379], [1.78161, 1.25175, -2.35307], [-2.97173, -4.39851, -2.80512], [0.52112, -0.65828, -2.71378], [-1.26610, -1.16054, 4.02163], [2.97785, 1.98183, -3.96560], [-1.22315, -2.65061, -3.86928], [2.28347, 0.11642, -5.48164], [-2.51783, -3.63694, 2.08904], [-2.99606, 3.68263, 2.47465], [-3.11471, 2.00985, 1.88578], [-0.08369, 0.44498, 3.20898], [-2.80980, -3.93384, -0.16436], [-1.49739, 2.84501, -2.40986], [-1.53759, 2.66513, 2.38393], [5.14805, 0.53692, 3.24819], [3.86459, 2.50776, 2.35499], [-1.20839, -0.80415, 5.04089], [1.44363, -2.43156, 0.42436], [-2.28970, 5.21103, -1.68137], [-0.52378, 5.11452, -1.50904], [4.54169, -4.17815, 2.82965], [0.67980, -1.58757, -4.62784], [5.36748, -1.93586, 3.41620], [-2.21225, 5.47565, 0.71824], [-2.46402, -2.88840, 4.45955], [2.57193, -4.41634, 1.30887], [-0.63541, 4.64107, 0.81576], [2.06123, 2.03848, -1.66385]],
  "atomic_forces_ev_per_a": [[-0.4781, 0.8488, -0.0361], [0.1490, 0.3708, -0.0805], [-0.0380, 0.0599, 0.3035], [0.1923, 0.2130, -0.1687], [0.2908, 0.2439, 0.0179], [0.4814, 0.8548, 0.3394], [0.0284, 0.0519, -0.1566], [0.8432, -0.1655, 0.3841], [0.1121, -0.0297, 0.3232], [-0.3593, -0.4994, 0.4891], [-0.2010, -0.7428, -0.1990], [0.0964, -0.1191, -0.5540], [0.0365, -0.1583, 0.0066], [0.3598, 0.4630, 0.2997], [0.0446, 0.0993, -0.0003], [-0.0675, -0.1246, 0.0532], [-0.2015, 0.3045, 0.1067], [-0.0401, 0.1435, -0.0400], [-0.2406, -0.7408, 0.1380], [-0.0185, -0.1255, -0.0004], [0.2714, -0.1516, 0.1963], [0.0286, 0.0911, -0.1497], [-0.2684, -0.2738, -0.0392], [-0.0401, -0.0678, -0.2131], [-0.0210, 0.2749, -0.0206], [0.4198, 0.4002, 0.2683], [0.2618, 0.3929, 0.2745], [-0.0859, -0.1792, -0.0579], [-0.0017, -0.1034, -0.1348], [0.0855, 0.0159, -0.5710], [-0.0562, 0.1779, -0.1072], [0.1426, 0.0027, 0.0836], [-0.1291, -0.2467, -0.2503], [-0.2672, -0.1630, -0.2053], [0.0084, -0.0436, -0.2840], [0.2702, -0.1752, 0.1913], [-0.4702, 0.2088, -0.4374], [-0.2486, -0.2963, -0.1155], [-0.2237, -0.1249, 0.1112], [-0.2860, -0.5512, -0.2947], [-0.3165, -0.3232, 0.4153], [0.0129, 0.0410, 0.0644], [-0.0037, -0.0484, 0.0146], [0.0002, -0.0295, 0.0346], [-0.0305, 0.0023, 0.0305], [0.0005, 0.0446, 0.0327], [-0.0160, -0.0036, -0.0025], [-0.0043, -0.0309, -0.0110], [-0.0106, 0.0306, -0.0154], [0.0007, 0.0342, -0.0482], [0.0248, 0.0352, 0.0149], [0.0365, 0.0023, 0.0021], [-0.0288, 0.0005, -0.0247], [-0.0106, -0.0294, 0.0055], [0.0018, -0.0185, -0.0207], [-0.0211, 0.0380, 0.0508], [-0.0536, 0.0212, -0.0016], [0.0294, -0.0047, -0.0144], [-0.0235, 0.0077, -0.0335], [0.0140, 0.0360, -0.0105], [-0.0234, 0.0101, 0.0061], [-0.0288, 0.0271, -0.0073], [0.0138, 0.0116, -0.0262], [0.0491, 0.0019, 0.0177], [0.0370, 0.0021, 0.0124], [-0.0294, 0.0065, 0.0442]],
  "lowdin_charge": [0.625, 0.737, -0.033, -0.033, 0.060, -0.156, 0.039, 0.080, -0.139, 0.012, -0.039, 0.036, -0.111, -0.199, -0.047, -0.041, -0.153, -0.005, -0.589, -0.101, -0.052, -0.043, 0.074, 0.009, -0.029, -0.186, -0.064, 0.013, -0.044, -0.182, 0.016, 0.010, 0.072, -0.066, -0.097, -0.150, -0.173, -0.777, -0.088, -0.686, -0.169, -0.044, 0.110, 0.124, 0.115, 0.122, 0.092, 0.068, 0.120, 0.122, 0.139, 0.085, 0.123, 0.122, 0.110, 0.097, 0.119, 0.120, 0.107, 0.122, 0.115, 0.124, 0.115, 0.111, 0.116, 0.117],
  "s_squared": 3.77,
  "charge": 0,
  "de_lowest_kcal_mol": 7.7,
  "spin_multiplicity": 4,
  "e_tot_ha": -3129.5021
}

---

(3)
{
  "formula": "C30H24N9O2SSeTi",
  "method": "ωB97M-V with the def2-TZVPD basis set",
  "species": ["Se", "Ti", "S", "O", "O", "N", "N", "N", "N", "N", "N", "N", "N", "N", "C", "C", "C", "C", "C", "C", "C", "C", "C", "C", "C", "C", "C", "C", "C", "C", "C", "C", "C", "C", "C", "C", "C", "C", "C", "C", "C", "C", "C", "C", "H", "H", "H", "H", "H", "H", "H", "H", "H", "H", "H", "H", "H", "H", "H", "H", "H", "H", "H", "H", "H", "H", "H", "H"],
  "coordinates": [[-8.43368, 1.31663, 0.54806], [-0.87055, -0.37686, 0.88337], [-0.94367, 1.51262, 3.09550], [0.43426, -3.17146, 3.59463], [-0.61392, -1.49848, 2.49942], [-0.68452, -0.29242, -1.41612], [-2.18478, 1.27440, 0.41725], [0.27420, -2.25313, 0.23744], [-6.93394, 2.30588, 0.33387], [0.98639, 0.55017, 1.56127], [-7.51279, -0.22282, 0.79377], [2.28445, -1.11487, -1.72805], [-2.76293, -1.35171, 0.78181], [0.80782, -2.85510, 1.38648], [1.76083, 1.83050, 3.43433], [3.60506, -1.45249, -2.25518], [-4.33199, -3.13625, 1.08673], [3.05039, 1.49343, 3.15538], [6.97600, 0.99359, -1.09268], [-3.03889, -2.62358, 0.97459], [0.69209, 1.30618, 2.65724], [-5.39088, -2.24139, 0.99587], [5.70654, 1.54807, -1.13842], [4.76232, -0.57773, -1.79175], [1.66821, -0.19956, -2.37605], [-6.25076, 0.07782, 0.70414], [-1.86640, 2.50772, 0.10576], [4.60851, 0.76783, -1.48352], [-4.14959, 3.18462, 0.02773], [7.14096, -0.35393, -1.39104], [-4.52846, 1.88288, 0.33378], [-0.27617, 0.87771, -3.33912], [-2.81676, 3.51433, -0.10406], [-5.92588, 1.48858, 0.44959], [6.04269, -1.12641, -1.73568], [-3.50872, 0.91284, 0.51643], [0.29956, 0.24690, -2.24184], [2.27415, 0.20597, 1.32472], [0.18659, -2.52512, 2.59721], [3.32808, 0.63325, 2.07993], [-5.16378, -0.89396, 0.81687], [-1.66567, 0.72630, -3.22370], [-1.84626, 0.00557, -2.05895], [-3.81135, -0.44237, 0.72301], [3.59023, -1.43829, -3.35270], [-6.41670, -2.58376, 1.07122], [5.55745, 2.59095, -0.88817], [6.17567, -2.17957, -1.96073], [1.50209, 2.45829, 4.27565], [-0.35660, -2.87611, -0.26436], [-2.43751, 1.07126, -3.89220], [0.27580, 1.33342, -4.14932], [1.02675, -1.96897, -0.40297], [7.82804, 1.60116, -0.81518], [1.18355, -3.79005, 1.32533], [8.12493, -0.80424, -1.34694], [3.83915, -2.48060, -1.97345], [3.62473, 1.21461, -1.48826], [-2.49436, 4.51503, -0.35089], [-4.92709, 3.92586, -0.11403], [-0.80439, 2.71742, 0.03570], [2.43177, -0.44296, 0.47497], [3.85641, 1.87256, 3.77453], [-2.79062, -0.30463, -1.63420], [4.33095, 0.31181, 1.84201], [-4.48060, -4.19313, 1.24783], [2.16712, 0.27996, -3.23057], [-2.18354, -3.28416, 1.07669]],
  "atomic_forces_ev_per_a": [[0.0586, -0.0239, 0.0133], [1.0651, -0.0319, 0.3181], [0.1487, -0.1812, -0.1903], [0.0234, -0.1205, 0.0924], [0.2593, -0.4973, 0.0461], [-0.1936, 0.3938, -0.2637], [-0.4786, -0.2442, -0.2342], [0.1421, -0.0050, -0.0803], [-0.1763, -0.0585, 0.0073], [0.2755, 0.1342, 0.2360], [-0.1894, 0.1118, -0.0253], [0.2057, -0.0473, -0.0429], [-0.7532, 0.4900, -0.0748], [0.1249, -0.1106, -0.0015], [-0.2582, 0.0356, 0.0348], [0.0058, 0.0087, 0.2113], [0.2759, 0.1234, -0.0417], [0.2013, -0.0317, -0.0315], [-0.0057, -0.0502, -0.0074], [-0.1219, -0.2723, 0.0729], [0.1439, -0.0579, 0.0302], [-0.2664, -0.1470, 0.0493], [-0.0653, -0.0513, 0.0345], [-0.0613, -0.0328, -0.0307], [-0.3061, 0.2409, 0.0615], [0.4991, 0.0778, -0.0392], [-0.0589, 0.2077, -0.0073], [0.0352, 0.0198, 0.0708], [-0.2319, -0.0229, 0.0066], [-0.0287, 0.0480, 0.0019], [-0.2684, 0.2502, 0.0271], [-0.3031, 0.1991, -0.2342], [0.2950, -0.1192, 0.0127], [0.3525, -0.3058, 0.0583], [-0.0245, -0.0261, 0.0077], [0.0544, -0.0258, -0.0965], [0.3992, -0.5890, 0.1076], [-0.3108, 0.0251, -0.2193], [-0.3823, 0.4702, -0.0420], [0.0286, 0.1171, 0.0858], [-0.1071, 0.1761, -0.0272], [0.3238, 0.0255, -0.0766], [-0.1149, -0.3107, 0.4419], [-0.0019, -0.1015, -0.0561], [-0.0016, 0.0669, -0.0382], [0.0213, 0.0043, -0.0052], [0.0128, 0.0018, -0.0079], [0.0046, 0.0117, 0.0036], [0.0190, -0.0018, -0.0006], [0.0129, 0.1092, -0.0236], [0.0051, 0.0132, -0.0054], [-0.0203, -0.0246, 0.0004], [-0.0924, 0.0089, -0.0009], [0.0025, -0.0051, -0.0046], [-0.0572, 0.0742, -0.0388], [-0.0028, -0.0015, -0.0018], [-0.0469, -0.0255, 0.0337], [-0.0653, 0.0147, 0.0019], [-0.0123, -0.0017, 0.0012], [0.0112, -0.0107, 0.0024], [-0.0069, 0.0239, -0.0093], [-0.0081, -0.0013, -0.0531], [-0.0147, -0.0102, -0.0135], [0.0268, 0.0500, -0.0224], [0.0439, 0.0144, -0.0232], [-0.0251, 0.0020, 0.0035], [0.0012, -0.0020, 0.0066], [-0.0172, -0.0013, -0.0107]],
  "lowdin_charge": [0.972, 0.988, 0.645, 0.043, -0.193, -0.021, -0.073, -0.024, -0.257, -0.069, -0.256, -0.005, 0.000, 0.010, -0.115, -0.187, -0.059, -0.086, -0.105, -0.125, -0.783, -0.020, -0.085, -0.206, -0.147, -0.343, -0.155, -0.047, -0.013, -0.097, -0.095, -0.079, -0.052, -0.344, -0.058, -0.191, -0.313, -0.138, -0.695, -0.083, -0.098, -0.093, -0.198, -0.160, 0.117, 0.112, 0.102, 0.107, 0.092, 0.100, 0.084, 0.094, 0.049, 0.095, 0.135, 0.096, 0.106, 0.102, 0.095, 0.111, 0.120, 0.077, 0.100, 0.097, 0.094, 0.092, 0.122, 0.109],
  "s_squared": 2.04,
  "charge": -1,
  "de_lowest_kcal_mol": 23.3,
  "spin_multiplicity": 3,
  "e_tot_ha": -5450.2080
}